No. 1
{
  "formula": "C6H18BrFeO3",
  "method": "the ωB97M-V functional and the def2-TZVPD basis",
  "symbols": ["Fe", "Br", "C", "C", "O", "H", "H", "H", "H", "H", "H", "C", "C", "O", "H", "H", "H", "H", "H", "H", "C", "C", "O", "H", "H", "H", "H", "H", "H"],
  "xyz": [[14.8548, -3.3318, 1.9645], [17.1576, -3.7812, 3.2332], [18.4693, 0.3446, 3.0878], [19.2396, -0.4452, 2.0134], [18.4090, -1.3740, 1.3684], [17.8654, 1.1069, 2.5956], [19.0995, 0.7614, 3.8725], [17.8211, -0.3402, 3.6415], [19.9963, -1.0576, 2.5152], [19.7164, 0.2533, 1.3292], [18.1470, -2.0714, 1.9742], [20.0452, -4.0801, 6.5196], [20.6213, -2.8739, 5.8063], [19.6170, -2.1296, 5.1282], [19.5974, -4.7992, 5.8324], [19.3141, -3.7039, 7.2342], [20.8874, -4.5190, 7.0566], [21.4368, -3.0747, 5.1038], [21.0721, -2.1875, 6.5255], [19.1608, -2.7444, 4.5454], [20.9981, -5.7471, 3.0048], [19.8983, -6.5086, 2.2540], [18.8289, -6.8713, 3.1096], [20.6222, -4.8034, 3.4051], [21.7423, -5.5291, 2.2354], [21.4540, -6.3464, 3.7893], [20.3173, -7.4655, 1.9367], [19.6185, -6.0093, 1.3224], [18.2810, -6.0955, 3.2579]],
  "forces_ev_per_angstrom": [[2.8, -0.4, 1.4], [-2.9, 0.3, -1.3], [0.0, -0.4, -0.2], [0.4, -0.1, 2.2], [-1.0, -0.1, -1.5], [-0.1, 0.1, 0.3], [0.2, 0.3, -0.3], [-0.2, 0.0, -0.1], [0.4, 0.5, 0.0], [-0.2, -0.4, -0.4], [0.4, 0.3, 0.1], [0.7, 0.6, 0.0], [0.3, 0.4, -0.1], [-0.3, 0.2, -0.2], [0.0, -0.1, 0.1], [-0.1, -0.3, 0.0], [-0.3, -0.4, 0.1], [-0.1, -0.5, 0.0], [-0.2, 0.0, 0.1], [0.1, 0.1, 0.0], [-0.4, -0.1, -1.1], [1.0, -0.7, 0.6], [-0.5, 0.2, -0.2], [0.1, 0.0, 0.1], [0.3, 0.2, 0.3], [-0.1, 0.0, 0.1], [0.0, 0.0, 0.0], [-0.4, 0.3, 0.2], [0.0, -0.1, 0.1]],
  "total_charge": 1,
  "de_lowest_kcal_mol": 18.4,
  "fmax_ev_per_a": 3.213,
  "s2": 6.007,
  "total_energy_ha": -4302.417500,
  "gap_ev": [4.0860, 3.9114],
  "lumo_ev": [-8.6, -8.7],
  "spin_multiplicity": 5
}



No. 2
{
  "formula": "C6H18BrLiO3",
  "method": "the ωB97M-V functional and the def2-TZVPD basis",
  "symbols": ["Li", "Br", "C", "C", "O", "H", "H", "H", "H", "H", "H", "C", "C", "O", "H", "H", "H", "H", "H", "H", "C", "C", "O", "H", "H", "H", "H", "H", "H"],
  "xyz": [[-0.5540, 0.5079, -0.7531], [-2.4123, 0.0684, -2.1267], [1.8562, -2.5120, -0.9715], [1.2941, -1.3623, -1.7575], [1.3384, -0.1513, -1.0014], [1.9026, -3.4242, -1.5683], [1.3947, -2.6279, 0.0058], [2.9159, -2.2846, -0.7812], [0.2734, -1.5457, -2.1059], [1.8202, -1.2319, -2.7118], [2.2234, 0.2076, -0.9301], [-2.6130, -1.7542, 2.1327], [-1.5612, -1.7870, 1.0374], [-0.9313, -0.5121, 0.9625], [-2.1814, -1.8298, 3.1364], [-3.3476, -2.5647, 2.1194], [-3.2124, -0.8438, 2.1136], [-1.9892, -2.0656, 0.0790], [-0.8235, -2.5667, 1.2450], [-0.4019, -0.4130, 1.7598], [1.3064, 2.9932, 0.6698], [0.0717, 3.4039, -0.1106], [-0.2548, 2.4790, -1.1676], [2.1895, 2.9777, 0.0386], [1.1784, 2.0641, 1.2302], [1.3967, 3.7540, 1.4529], [0.3296, 4.3517, -0.6038], [-0.7730, 3.6476, 0.5402], [-0.4354, 3.0217, -1.9340]],
  "forces_ev_per_angstrom": [[-0.1, 0.1, -0.1], [0.0, -0.2, -0.1], [1.3, 0.2, -0.1], [0.0, -0.2, -0.9], [-0.8, 0.1, 0.1], [-0.5, -0.1, 0.2], [-0.3, -0.2, -0.1], [-0.1, 0.0, 0.1], [-0.2, 0.3, 0.6], [0.3, 0.0, 0.2], [0.1, -0.1, -0.2], [-0.5, -0.3, 0.7], [-0.6, -0.7, 0.5], [0.4, 0.2, -0.3], [0.2, 0.2, -0.1], [0.3, -0.2, -0.4], [0.2, 0.1, -0.3], [-0.1, 0.6, -0.2], [0.2, 0.1, 0.1], [0.0, 0.1, 0.0], [-0.8, 0.2, 0.6], [0.6, 0.7, -0.8], [0.3, 0.3, 1.1], [0.1, -0.1, 0.1], [0.0, -0.2, -0.3], [0.4, 0.0, -0.1], [-0.1, 0.0, 0.2], [-0.1, -0.5, -0.1], [-0.4, -0.4, -0.4]],
  "total_charge": 0,
  "de_lowest_kcal_mol": 0.0,
  "fmax_ev_per_a": 1.301,
  "total_energy_ha": -3046.740574,
  "gap_ev": 7.7466,
  "lumo_ev": 0.1
}